## a
Molecular formula: H3N3O3S
Method: DFT, ωB97M-V/def2-TZVPD

As for the spin multiplicity: 1. The HOMO-LUMO gap is 9.080 eV. The total charge is 0.

CARTESIAN COORDINATES (ANGSTROEM)
N 2.320 1.694 -1.535
N 1.396 1.329 -1.028
N 0.626 0.608 -0.413
O 0.449 1.762 1.523
O -0.255 0.996 0.509
O -0.545 -2.754 -0.585
S -2.103 -2.257 -0.169
H 0.046 -2.349 -0.031
H -0.231 1.996 2.199
H -1.703 -1.024 -0.472

## b
Molecular formula: H3N3O3S
Method: DFT, ωB97M-V/def2-TZVPD

As for the spin multiplicity: 1. The HOMO-LUMO gap is 9.410 eV. The total charge is 0.

CARTESIAN COORDINATES (ANGSTROEM)
N 1.687 1.117 0.348
N 0.453 1.258 0.258
N -0.164 0.560 -0.646
O 0.756 -1.602 -0.174
O 0.481 -0.592 -1.150
O -1.510 0.560 -0.611
S -2.208 -0.459 0.664
H 2.164 1.713 1.023
H 1.227 -1.243 0.583
H -2.886 -1.311 -0.293

Name the most stable of them. a.

## a
Molecular formula: F6H26O13P
Method: DFT, ωB97M-V/def2-TZVPD

As for the spin multiplicity: 1. The HOMO-LUMO gap is 10.702 eV. The total charge is -1.

CARTESIAN COORDINATES (ANGSTROEM)
P 20.893 -17.160 12.538
F 22.366 -17.629 12.068
F 20.349 -17.353 11.009
F 20.490 -18.687 12.817
F 19.383 -16.769 13.046
F 21.486 -17.003 14.036
F 21.166 -15.610 12.222
O 19.314 -18.419 8.121
H 19.968 -17.875 8.591
H 18.468 -18.197 8.525
O 23.187 -15.365 9.082
H 23.849 -14.678 8.950
H 22.731 -15.113 9.899
O 19.820 -14.792 9.694
H 20.039 -15.592 10.209
H 19.078 -14.396 10.170
O 25.787 -18.097 11.198
H 25.989 -18.244 12.128
H 24.822 -18.121 11.155
O 17.813 -19.590 11.779
H 17.340 -18.959 12.341
H 18.700 -19.214 11.694
O 21.789 -12.997 10.560
H 22.312 -12.766 9.786
H 21.087 -13.600 10.215
O 18.717 -14.124 13.403
H 19.267 -14.925 13.433
H 19.352 -13.399 13.347
O 16.562 -16.993 13.213
H 17.494 -16.731 13.285
H 16.230 -16.488 12.464
O 22.103 -18.077 8.685
H 22.576 -18.276 9.503
H 22.604 -17.355 8.284
O 22.118 -14.573 15.315
H 21.931 -15.513 15.146
H 21.391 -14.272 15.869
O 20.821 -19.192 15.846
H 20.660 -18.376 15.354
H 19.960 -19.622 15.890
O 22.876 -20.184 10.753
H 22.254 -19.639 11.257
H 22.322 -20.818 10.284
O 23.654 -13.191 13.014
H 23.462 -12.988 12.090
H 23.057 -13.919 13.234

## b
Molecular formula: F6H26O13P
Method: DFT, ωB97M-V/def2-TZVPD

As for the spin multiplicity: 1. The HOMO-LUMO gap is 9.952 eV. The total charge is -1.

CARTESIAN COORDINATES (ANGSTROEM)
P 24.779 16.167 -20.723
F 25.651 17.506 -20.747
F 25.834 15.457 -19.713
F 23.900 16.765 -19.441
F 23.868 14.824 -20.571
F 23.560 16.798 -21.575
F 25.359 15.630 -22.139
O 24.416 19.191 -17.460
H 24.819 19.139 -16.588
H 24.689 18.376 -17.907
O 23.479 12.006 -19.078
H 23.172 12.906 -18.906
H 23.790 11.693 -18.224
O 21.285 16.015 -17.544
H 20.778 16.207 -16.749
H 21.395 16.871 -17.979
O 20.891 13.473 -21.523
H 21.058 14.086 -20.794
H 20.553 12.676 -21.104
O 22.559 14.711 -23.383
H 21.850 14.234 -22.917
H 23.215 14.882 -22.690
O 23.884 14.756 -17.201
H 23.624 15.134 -18.050
H 24.689 14.259 -17.389
O 24.622 18.945 -23.300
H 24.655 19.898 -23.426
H 24.622 18.825 -22.340
O 22.153 18.985 -20.400
H 22.566 19.144 -19.543
H 22.545 18.156 -20.709
O 24.224 16.858 -25.208
H 24.356 17.413 -24.422
H 24.941 16.218 -25.173
O 27.256 17.653 -23.317
H 27.861 17.379 -22.616
H 26.500 18.028 -22.850
O 28.521 17.773 -20.644
H 29.165 17.059 -20.718
H 27.803 17.400 -20.115
O 26.934 13.610 -22.793
H 26.271 13.494 -22.107
H 26.885 14.544 -23.014
O 20.913 17.229 -23.197
H 21.765 16.785 -23.329
H 20.263 16.536 -23.341

Name the most stable of them. a.

## a
Molecular formula: C2H2ClF2I
Method: DFT, ωB97M-V/def2-TZVPD

As for the spin multiplicity: 1. The HOMO-LUMO gap (spin up / spin down) is 9.081 / 8.868 eV. The total charge is 0.

CARTESIAN COORDINATES (ANGSTROEM)
C 0.380 -0.656 -0.225
C -0.485 0.384 0.387
F 0.951 -1.509 0.620
F 0.143 1.098 1.332
Cl -1.906 -0.406 1.169
I -1.103 1.762 -1.170
H 0.042 -1.129 -1.143
H 1.977 0.456 -0.970

## b
Molecular formula: C2H2ClF2I
Method: DFT, ωB97M-V/def2-TZVPD

As for the spin multiplicity: 1. The HOMO-LUMO gap (spin up / spin down) is 6.603 / 6.605 eV. The total charge is 0.

CARTESIAN COORDINATES (ANGSTROEM)
C -0.004 0.171 -0.424
C 1.106 1.070 -0.893
F -0.231 -0.766 -1.380
F 0.804 2.376 -1.073
Cl 2.535 0.509 -1.830
I 2.094 1.809 1.823
H 0.226 -0.531 0.460
H -0.922 0.600 -0.011

Name the most stable of them. b.

## a
Molecular formula: CH7N2O
Method: DFT, ωB97M-V/def2-TZVPD

As for the spin multiplicity: 1. The HOMO-LUMO gap is 6.231 eV. The total charge is +1.

CARTESIAN COORDINATES (ANGSTROEM)
N -1.052 0.301 -0.151
C 0.134 0.946 -0.071
N 0.731 0.761 1.152
H 0.856 0.543 -0.850
H -1.804 0.800 -0.639
H -0.001 2.009 -0.372
H 1.399 1.399 1.568
H 0.151 0.250 1.797
H -0.119 -2.599 -1.188
H -0.568 -1.176 -0.474
O 0.150 -1.782 -0.755

## b
Molecular formula: CH7N2O
Method: DFT, ωB97M-V/def2-TZVPD

As for the spin multiplicity: 1. The HOMO-LUMO gap is 11.693 eV. The total charge is +1.

CARTESIAN COORDINATES (ANGSTROEM)
N 0.475 0.481 0.116
C 0.477 -0.808 -0.019
N 1.384 -1.705 0.445
H 0.905 0.786 1.085
H -0.489 0.702 -0.014
H -0.250 -1.114 -0.749
H 1.831 -2.297 -0.267
H 1.957 -1.708 1.279
H -1.786 2.553 -0.788
H -2.795 1.322 -0.737
O -1.906 1.646 -0.453

Name the most stable of them. b.

## a
Molecular formula: C7H8O3
Method: DFT, ωB97M-V/def2-TZVPD

As for the spin multiplicity: 1. The HOMO-LUMO gap is 9.707 eV. The total charge is 0.

CARTESIAN COORDINATES (ANGSTROEM)
C -0.882 -1.968 -0.093
C -0.603 -0.519 0.084
C 0.549 0.046 0.505
C 1.775 -0.615 0.806
C 2.823 -1.165 1.065
C 0.448 1.532 0.595
O 0.892 2.245 1.460
O -1.102 1.781 0.077
C -1.672 0.505 -0.161
H -1.276 -2.148 -1.105
H 0.020 -2.571 0.065
H -1.660 -2.290 0.615
H 3.718 -1.720 1.286
H -2.018 0.444 -1.205
H -2.522 0.345 0.519
H -0.388 2.309 -1.309
O 0.843 2.265 -1.314
H 1.056 1.522 -1.889

## b
Molecular formula: C7H8O3
Method: DFT, ωB97M-V/def2-TZVPD

As for the spin multiplicity: 1. The HOMO-LUMO gap is 8.299 eV. The total charge is 0.

CARTESIAN COORDINATES (ANGSTROEM)
C -2.468 -0.244 -0.777
C -1.436 0.753 -0.192
C -2.133 -1.476 -0.308
C -0.357 -0.294 0.294
C 3.220 0.654 0.113
C 1.862 0.634 -0.100
C 1.020 -0.487 0.164
O -0.944 -1.552 0.294
O -2.156 1.522 0.822
O 1.738 -1.615 0.387
H -3.283 0.130 -1.386
H -0.990 1.473 -0.931
H -2.727 -2.480 -0.346
H 3.611 1.611 -0.057
H 3.890 -0.031 0.460
H 1.404 1.478 -0.566
H -1.488 2.177 1.214
H 1.237 -2.252 0.914

Name the most stable of them. b.

## a
Molecular formula: CH2NO2S
Method: DFT, ωB97M-V/def2-TZVPD

As for the spin multiplicity: 1. The HOMO-LUMO gap (spin up / spin down) is 6.571 / 7.999 eV. The total charge is -1.

CARTESIAN COORDINATES (ANGSTROEM)
C -0.274 0.313 -0.034
N -1.523 1.456 0.735
O -2.289 1.913 3.104
O -1.897 -0.459 2.501
S -2.212 0.908 2.019
H -0.563 0.278 -1.082
H -0.362 -0.617 0.504

## b
Molecular formula: CH2NO2S
Method: DFT, ωB97M-V/def2-TZVPD

As for the spin multiplicity: 1. The HOMO-LUMO gap is 6.456 eV. The total charge is -1.

CARTESIAN COORDINATES (ANGSTROEM)
C -0.727 0.942 -0.645
N 0.905 -1.092 0.551
O -0.114 1.521 0.199
O 0.205 -0.853 -0.571
S -2.051 0.842 -1.530
H 0.268 -0.958 1.314
H 1.514 -0.402 0.682

Name the most stable of them. b.